1.
C30H32CrN9S | wB97M-V/def2-TZVPD

Each line ends with the Mulliken spin population.
CARTESIAN COORDINATES (ANGSTROEM)
Cr 0.575 0.133 0.664  3.44
C 2.831 0.987 0.473  0.28
C 2.332 1.414 1.719  -0.37
C 2.079 0.232 2.548  0.03
C 2.408 -0.886 1.804  -0.06
C 2.866 -0.419 0.485  -0.43
C 3.531 -1.256 -0.561  0.02
C 2.493 -2.275 2.343  0.02
C 1.806 0.231 4.019  0.01
C 2.321 2.825 2.196  0.01
C 3.383 1.882 -0.591  -0.01
H 4.433 -0.750 -0.908  -0.01
H 2.905 -1.431 -1.437  -0.02
H 3.822 -2.227 -0.169  0.00
H 1.537 -2.623 2.737  -0.01
H 3.211 -2.295 3.166  0.00
H 2.821 -2.988 1.594  0.01
H 1.815 1.238 4.439  0.00
H 2.604 -0.308 4.534  0.00
H 0.869 -0.260 4.286  -0.01
H 1.344 3.161 2.538  -0.01
H 2.652 3.505 1.415  0.00
H 3.014 2.926 3.036  -0.01
H 3.473 1.367 -1.545  0.00
H 4.381 2.226 -0.311  0.01
H 2.760 2.761 -0.751  0.00
N -0.744 2.283 3.605  0.01
C -1.311 2.312 2.401  0.01
N -2.548 2.881 2.403  0.00
C -3.283 2.769 1.329  0.00
N -4.446 3.416 1.243  0.00
N -2.909 1.970 0.283  0.00
C -1.480 1.694 0.180  0.02
N -0.657 1.844 1.337  -0.11
C -0.500 2.230 -2.221  0.02
C -0.698 2.801 -3.471  0.00
C 0.119 2.411 -4.519  0.00
C 1.097 1.458 -4.282  0.00
C 1.234 0.959 -2.999  0.02
N 0.465 1.338 -1.976  0.00
H -1.260 2.660 4.382  0.00
H 0.134 1.824 3.762  0.00
H -4.737 3.953 2.044  0.00
H -5.136 3.181 0.551  0.00
H -1.473 3.540 -3.619  0.00
H -0.008 2.837 -5.504  0.00
H 1.748 1.110 -5.071  0.00
H 1.990 0.219 -2.777  0.00
N -1.664 -2.832 -1.598  0.02
C -1.462 -4.152 -1.103  0.00
C -2.473 -5.094 -1.148  0.00
C -2.237 -6.349 -0.601  0.00
C -1.027 -6.634 0.014  0.00
C -0.032 -5.669 0.083  0.00
C -0.244 -4.433 -0.506  0.00
S 1.019 -3.214 -0.624  0.01
N 0.075 -1.782 -0.389  -0.08
C -1.077 -1.774 -1.000  0.04
C -1.796 -0.456 -0.979  0.14
C -2.885 -0.084 -1.879  -0.02
C -3.359 1.164 -1.997  0.03
C -2.954 2.349 -1.157  0.00
C -1.402 2.586 -1.077  0.05
N -1.222 0.316 -0.147  -0.04
H -2.561 -2.676 -2.031  0.00
H -3.427 -4.863 -1.603  0.00
H -3.010 -7.102 -0.650  0.00
H -0.856 -7.611 0.441  0.00
H 0.911 -5.885 0.567  0.00
H -3.272 -0.840 -2.549  0.00
H -4.098 1.343 -2.768  0.00
H -3.565 3.222 -1.373  0.00
H -1.247 3.612 -0.733  0.00

Results
- Calculated total energy: -3097.40170 a.u.
- Energy relative to the best compared isomer or geometry (same formula, charge and spin): 4.1782 eV
- Highest occupied orbital energy (alpha / beta): -13.025 / -13.263 eV
- Net charge: +2
- Frontier orbital gap (alpha / beta): 6.24 / 6.32 eV
- Multiplicity: 4

---

2.
C4H12N3 | wB97M-V/def2-TZVPD

Each line ends with the Löwdin charge.
CARTESIAN COORDINATES (ANGSTROEM)
C 0.171 1.454 1.425  -0.27
C 1.224 0.566 0.803  -0.17
C 0.962 0.506 -0.703  -0.16
N -0.099 -2.045 -1.764  0.20
C -0.887 -1.171 -1.199  -0.11
N -0.431 0.054 -0.845  0.02
N -0.961 0.635 1.946  -0.01
H 0.543 2.052 2.255  0.11
H -0.178 2.293 0.831  0.12
H 2.252 0.911 0.966  0.13
H 1.186 -0.460 1.185  0.12
H 0.931 1.483 -1.190  0.14
H 1.663 -0.233 -1.111  0.11
H -0.398 -2.916 -2.178  0.14
H 0.841 -1.780 -2.035  0.13
H -1.955 -1.200 -1.093  0.16
H -1.595 1.182 2.523  0.09
H -0.970 0.053 0.113  0.14
H -0.493 0.057 2.645  0.09

Results
- Calculated total energy: -323.61478 a.u.
- Energy relative to the best compared isomer or geometry (same formula, charge and spin): 1.7275 eV
- Highest occupied orbital energy: -13.644 eV
- Net charge: +1
- Frontier orbital gap: 10.16 eV
- Structure (SMILES): N/C=[NH+]\CCCN

---

3.
C4H6N3 | wB97M-V/def2-TZVPD

Each line ends with the Löwdin charge.
CARTESIAN COORDINATES (ANGSTROEM)
C 1.796 -0.939 -0.078  -0.12
C -1.881 -1.015 -0.062  0.00
C 0.248 0.711 0.489  -0.24
C -0.091 1.965 0.057  -0.06
N 1.117 0.119 -0.187  0.15
N -2.731 -1.675 -0.452  0.12
N 2.393 -1.876 -0.349  0.37
H -0.055 0.347 1.519  0.16
H 0.166 2.371 -1.033  0.17
H 0.474 2.622 0.782  0.15
H -1.064 2.387 0.159  0.09
H -3.392 -2.399 -0.599  0.09
H 3.021 -2.617 -0.245  0.13

Results
- Calculated total energy: -319.90754 a.u.
- Energy relative to the best compared isomer or geometry (same formula, charge and spin): 3.3764 eV
- Highest occupied orbital energy: -15.461 eV
- Net charge: +1
- Frontier orbital gap: 10.60 eV

---

4.
C2H16N2O4 | wB97M-V/def2-TZVPD

Each line ends with the Löwdin charge.
CARTESIAN COORDINATES (ANGSTROEM)
C -0.414 1.546 1.225  -0.07
N -0.746 0.060 1.228  0.17
C 0.131 -1.772 -1.181  -0.17
N 0.900 -0.602 -1.115  0.10
H -1.296 2.018 0.779  0.08
H -0.204 1.878 2.245  0.10
H 0.360 1.422 0.534  0.04
H -1.390 -0.170 0.343  0.08
H -0.591 -1.708 -1.991  0.08
H 0.656 -2.696 -1.266  0.09
H 1.251 -0.274 -2.028  0.14
H 1.636 -0.782 -0.488  0.03
H -0.467 -1.759 -0.243  0.08
H -1.986 1.944 -2.372  0.03
O -1.547 1.627 -1.570  -0.14
H -3.356 -0.830 -0.565  -0.01
H -1.836 0.639 -1.364  -0.01
O -2.482 -0.748 -0.934  -0.25
H 0.222 -0.331 1.076  0.02
H 2.167 -1.668 2.012  0.03
O 1.797 -1.094 1.310  -0.28
H 2.066 0.221 1.281  -0.04
H 2.791 1.798 1.904  0.06
O 2.339 1.281 1.182  -0.16

Results
- Calculated total energy: -495.91737 a.u.
- Energy relative to the best compared isomer or geometry (same formula, charge and spin): 10.3327 eV
- Highest occupied orbital energy: -9.411 eV
- Net charge: 0
- Frontier orbital gap: 4.35 eV

---

Repeat the third record exactly.
C4H6N3 | wB97M-V/def2-TZVPD

Each line ends with the Löwdin charge.
CARTESIAN COORDINATES (ANGSTROEM)
C 1.796 -0.939 -0.078  -0.12
C -1.881 -1.015 -0.062  0.00
C 0.248 0.711 0.489  -0.24
C -0.091 1.965 0.057  -0.06
N 1.117 0.119 -0.187  0.15
N -2.731 -1.675 -0.452  0.12
N 2.393 -1.876 -0.349  0.37
H -0.055 0.347 1.519  0.16
H 0.166 2.371 -1.033  0.17
H 0.474 2.622 0.782  0.15
H -1.064 2.387 0.159  0.09
H -3.392 -2.399 -0.599  0.09
H 3.021 -2.617 -0.245  0.13

Results
- Calculated total energy: -319.90754 a.u.
- Energy relative to the best compared isomer or geometry (same formula, charge and spin): 3.3764 eV
- Highest occupied orbital energy: -15.461 eV
- Net charge: +1
- Frontier orbital gap: 10.60 eV

---

Q: Which of these has the highest calculated total energy?
A: C4H6N3